(1)
A single C2H2N2P2 molecule at a distorted geometry. Source: the OMol25 dataset; level of theory: ωB97M-V/def2-TZVPD.

Values from the calculation:
Relative energy (zero: lowest compared OMol25 entry of this formula, charge and spin)   30.1 kJ/mol
LUMO level   -0.373 eV
SMILES string   N#CP(#[PH2])C#N
Orbital gap   0.38068 Eh
E_HOMO   -10.73 eV

Atoms and positions in Å:
N: 3.611 -1.880 -0.123
C: 3.019 -0.961 -0.395
P: 1.817 0.203 -1.002
P: 0.025 -0.683 0.097
C: 2.251 1.430 0.364
N: 2.412 2.212 1.188
H: 0.505 -2.020 0.162
H: 0.659 -0.385 1.367

---

(2)
4 unconnected molecules or ions with the total composition C40H72N4O11S4 at a distorted geometry. Source: the OMol25 dataset; level of theory: ωB97M-V/def2-TZVPD.

Values from the calculation:
LUMO level   -0.216 eV
SMILES string   CCCCCNC[C@H](CCCCSc1nnco1)O[C@](OC[C@H](C)O)(OC[C@@H](C)C(C)C)c1ccccn1.O=S1(=O)CCCC1.O=S1(=O)CCCC1.O=S1(=O)CCCC1
Orbital gap   0.31464 Eh
E_HOMO   -8.78 eV

Atoms and positions in Å:
C: 4.419 -2.296 0.444
C: 2.822 -2.321 0.019
C: 2.110 -3.421 1.059
C: 1.772 -2.565 2.429
C: 0.162 -2.260 2.428
N: -0.238 -1.069 1.530
C: -1.020 -0.165 2.456
C: -1.546 1.242 1.720
C: -2.844 0.753 0.795
C: -2.624 0.934 -0.815
C: -1.439 0.011 -1.474
C: -1.717 0.037 -3.124
S: -1.523 -1.744 -3.741
C: 0.286 -1.961 -4.173
N: 0.600 -1.427 -5.570
N: 1.956 -1.680 -5.713
C: 2.513 -2.339 -4.448
O: 1.428 -2.526 -3.428
O: -0.503 1.937 0.964
C: -0.030 3.167 1.612
O: -1.047 4.180 1.890
C: -1.784 4.621 0.705
C: -3.259 5.158 1.239
C: -4.424 4.007 1.269
O: -3.760 6.241 0.333
O: 1.103 3.655 0.761
C: 1.548 4.990 1.166
C: 3.126 5.332 0.803
C: 4.113 5.273 2.133
C: 3.714 4.491 -0.483
C: 2.743 4.604 -1.840
C: 4.158 2.942 -0.139
C: 0.718 2.676 3.030
C: -0.048 3.136 4.388
C: 0.653 2.612 5.814
C: 2.021 1.712 5.508
C: 2.645 1.391 4.041
N: 1.965 1.895 2.814
H: 4.435 -2.131 1.624
H: 4.872 -3.354 0.223
H: 4.933 -1.411 -0.123
H: 2.627 -2.566 -1.109
H: 2.338 -1.274 0.327
H: 2.837 -4.332 1.263
H: 1.129 -3.876 0.585
H: 1.971 -3.316 3.336
H: 2.459 -1.634 2.602
H: -0.383 -3.247 2.040
H: -0.167 -2.101 3.551
H: -0.979 -1.503 0.900
H: -0.359 0.083 3.414
H: -1.996 -0.684 2.875
H: -2.025 1.872 2.602
H: -3.829 1.283 1.212
H: -3.037 -0.411 0.977
H: -2.454 2.030 -1.184
H: -3.640 0.576 -1.331
H: -1.498 -1.135 -1.183
H: -0.389 0.497 -1.295
H: -2.850 0.329 -3.356
H: -1.045 0.811 -3.688
H: 3.619 -2.676 -4.259
H: -1.842 3.859 -0.177
H: -1.249 5.591 0.261
H: -3.160 5.646 2.324
H: -4.256 3.352 2.247
H: -5.527 4.431 1.326
H: -4.287 3.253 0.364
H: -3.538 5.959 -0.613
H: 0.907 5.767 0.524
H: 1.364 5.275 2.284
H: 3.129 6.478 0.467
H: 3.700 4.503 2.914
H: 4.064 6.368 2.603
H: 5.228 5.104 1.819
H: 4.721 5.050 -0.800
H: 2.220 3.567 -2.009
H: 3.404 4.875 -2.789
H: 1.964 5.501 -1.733
H: 3.690 2.195 -0.917
H: 5.348 2.892 -0.166
H: 3.851 2.717 0.974
H: -1.047 3.755 4.459
H: 0.217 2.824 6.878
H: 2.587 1.257 6.447
H: 3.633 0.724 3.987
O: -1.583 -5.020 0.605
S: -1.591 -6.459 0.771
O: -2.094 -7.099 1.970
C: -2.390 -7.185 -0.646
C: -1.264 -7.391 -1.648
C: -0.087 -7.938 -0.842
C: 0.046 -7.081 0.415
H: -3.176 -6.523 -1.013
H: -2.819 -8.142 -0.334
H: -1.559 -8.074 -2.450
H: -0.986 -6.433 -2.104
H: -0.290 -8.978 -0.559
H: 0.840 -7.932 -1.424
H: 0.404 -7.666 1.266
H: 0.705 -6.224 0.248
O: 6.178 -3.081 -1.909
S: 6.170 -4.519 -1.744
O: 5.667 -5.159 -0.545
C: 5.371 -5.246 -3.161
C: 6.497 -5.452 -4.163
C: 7.674 -5.999 -3.357
C: 7.807 -5.141 -2.099
H: 4.585 -4.584 -3.528
H: 4.942 -6.203 -2.849
H: 6.202 -6.135 -4.965
H: 6.775 -4.494 -4.618
H: 7.471 -7.039 -3.074
H: 8.601 -5.993 -3.938
H: 8.165 -5.727 -1.249
H: 8.466 -4.285 -2.266
O: -8.034 2.424 -1.899
S: -8.984 3.514 -1.825
O: -9.839 3.874 -2.939
C: -9.995 3.286 -0.376
C: -9.227 3.990 0.732
C: -8.730 5.300 0.123
C: -8.131 4.972 -1.243
H: -10.142 2.221 -0.187
H: -10.958 3.772 -0.559
H: -9.857 4.164 1.610
H: -8.372 3.379 1.044
H: -9.574 5.989 0.001
H: -7.995 5.793 0.768
H: -8.281 5.789 -1.955
H: -7.067 4.735 -1.168

---

(3)
4 unconnected molecules or ions with the total composition C21H35Br2ClN4O6P at a distorted geometry. Source: the OMol25 dataset; level of theory: ωB97M-V/def2-TZVPD.

Values from the calculation:
Total charge   -1
LUMO level   2.155 eV
Orbital gap   0.31095 Eh
E_HOMO   -6.31 eV

Atoms and positions in Å:
C: 0.128 -2.981 3.291
C: -1.466 -2.819 3.158
C: -1.972 -3.148 1.668
Br: -1.402 -5.053 1.301
C: -1.420 -2.144 0.548
C: -2.421 -1.975 -0.725
O: -2.174 -0.625 -1.195
P: -1.492 0.449 0.023
Cl: -3.344 -0.007 1.136
C: 0.135 0.809 -0.889
C: 0.127 0.429 -2.458
C: 0.688 -1.074 -2.746
C: 1.436 -0.988 -4.192
N: 1.216 -2.224 -5.033
C: -1.117 1.562 1.579
C: 0.081 1.020 2.477
O: 1.267 0.870 2.109
Br: -0.395 0.600 4.396
C: -2.579 1.798 -0.782
C: -1.822 2.988 -1.498
O: -1.087 3.854 -0.976
O: -2.046 3.122 -2.940
C: -2.061 4.529 -3.187
C: -0.877 5.088 -4.136
O: -2.895 5.344 -2.741
O: -0.845 -0.883 0.942
H: 0.628 -2.980 2.252
H: 0.626 -2.152 3.896
H: 0.409 -3.984 3.767
H: -1.863 -1.782 3.418
H: -1.931 -3.538 3.936
H: -3.121 -3.183 1.721
H: -0.578 -2.776 0.066
H: -3.524 -2.251 -0.522
H: -2.173 -2.667 -1.605
H: 0.566 1.861 -0.678
H: 0.912 0.095 -0.414
H: -0.852 0.648 -2.995
H: 0.916 1.125 -2.947
H: -0.148 -1.851 -2.760
H: 1.533 -1.333 -2.002
H: 1.154 -0.046 -4.778
H: 2.580 -0.914 -4.025
H: 2.074 -2.798 -4.912
H: 1.229 -1.939 -6.029
H: -0.864 2.641 1.297
H: -2.078 1.623 2.212
H: -3.328 1.277 -1.480
H: -3.220 2.254 0.064
H: -0.001 5.449 -3.497
H: -0.567 4.195 -4.795
H: -1.303 5.924 -4.786
C: 4.369 -2.126 4.725
C: 3.616 -3.221 4.039
N: 3.027 -4.092 3.504
H: 5.418 -2.407 4.826
H: 4.300 -1.204 4.144
H: 3.949 -1.953 5.717
C: -3.048 8.657 -3.545
C: -2.813 9.241 -4.906
N: -2.628 9.700 -5.976
H: -4.115 8.488 -3.393
H: -2.521 7.705 -3.452
H: -2.683 9.343 -2.779
C: 5.182 -6.991 5.354
C: 5.818 -5.830 6.056
N: 6.322 -4.918 6.613
H: 4.099 -6.858 5.326
H: 5.559 -7.058 4.332
H: 5.415 -7.917 5.882

---

(4)
A molecular structure, C30H39Cl5NRuSi2Te. Source: the OMol25 dataset; level of theory: ωB97M-V/def2-TZVPD.

Values from the calculation:
Total charge   +1
Relative energy (zero: lowest compared OMol25 entry of this formula, charge and spin)   181.2 kJ/mol
LUMO level (alpha / beta)   -3.049 / -6.496 eV
⟨S²⟩   6.024
Orbital gap (alpha / beta)   0.21971 / 0.15842 Eh
2S+1   5
E_HOMO (alpha / beta)   -9.03 / -10.81 eV

Atoms and positions in Å:
Ru: 0.045 0.481 0.201
C: -0.096 0.368 2.240
Si: 1.566 -0.410 2.586
C: 2.781 0.322 1.319
N: 2.397 0.045 -0.103
C: 2.976 1.038 -1.034
C: 4.482 0.883 -1.200
C: 4.850 -0.569 -1.589
C: 3.599 -1.433 -1.744
C: 2.736 -1.348 -0.494
C: 1.558 -2.272 2.472
C: 0.356 -2.983 2.375
C: 0.345 -4.377 2.390
C: 1.539 -5.078 2.486
C: 2.744 -4.386 2.576
C: 2.748 -2.998 2.575
C: 2.156 0.119 4.277
C: 2.406 -0.794 5.306
C: 2.794 -0.359 6.569
C: 2.939 0.997 6.822
C: 2.698 1.920 5.811
C: 2.309 1.482 4.554
H: -0.181 1.293 2.816
H: -0.906 -0.297 2.534
H: 3.815 0.012 1.522
H: 2.735 1.404 1.472
H: 2.724 2.027 -0.657
H: 2.478 0.937 -2.001
H: 4.977 1.166 -0.270
H: 4.819 1.592 -1.957
H: 5.488 -1.014 -0.822
H: 5.423 -0.585 -2.516
H: 3.878 -2.479 -1.896
H: 3.034 -1.125 -2.630
H: 3.263 -1.832 0.330
H: 1.809 -1.922 -0.633
H: -0.585 -2.442 2.313
H: -0.597 -4.914 2.356
H: 1.533 -6.160 2.511
H: 3.675 -4.931 2.666
H: 3.696 -2.474 2.674
H: 2.291 -1.858 5.130
H: 2.981 -1.080 7.356
H: 3.236 1.337 7.806
H: 2.811 2.980 6.005
H: 2.120 2.219 3.778
Cl: -0.204 0.045 -2.333
C: -1.839 -0.130 -1.646
C: -1.852 -0.427 -0.291
C: -3.127 -0.564 0.244
Cl: -3.300 -1.039 1.905
C: -4.286 -0.385 -0.518
Cl: -5.835 -0.549 0.198
C: -4.195 -0.083 -1.882
Cl: -5.604 0.124 -2.831
C: -2.940 0.033 -2.472
Cl: -2.760 0.351 -4.149
C: -1.952 3.099 0.608
Si: -0.127 2.888 0.255
C: 0.161 3.586 -1.460
C: 0.865 3.921 1.443
H: -2.192 4.167 0.675
H: -2.251 2.620 1.543
H: -2.550 2.671 -0.203
H: -0.110 4.649 -1.449
H: -0.469 3.093 -2.206
H: 1.201 3.515 -1.791
H: 0.497 4.951 1.377
H: 1.930 3.929 1.189
H: 0.758 3.592 2.480
C: -0.322 -5.192 -0.655
Te: -0.443 -3.214 -1.367
C: 0.828 -3.630 -2.994
H: -0.531 -5.861 -1.490
H: -1.055 -5.316 0.139
H: 0.685 -5.350 -0.267
H: 1.722 -4.118 -2.608
H: 1.071 -2.692 -3.487
H: 0.292 -4.294 -3.672

---

(5)
A single C4H7NO molecule. Source: the OMol25 dataset; level of theory: ωB97M-V/def2-TZVPD.

Values from the calculation:
Relative energy (zero: lowest compared OMol25 entry of this formula, charge and spin)   70.5 kJ/mol
LUMO level   0.949 eV
SMILES string   C[C@H]1CC(=O)N1
Orbital gap   0.39444 Eh
E_HOMO   -9.78 eV

Atoms and positions in Å:
C: -1.486 -0.369 0.328
C: -0.292 -0.114 -0.578
C: 0.569 1.116 -0.193
C: 1.616 0.090 0.267
O: 2.652 0.121 0.881
N: 0.882 -0.941 -0.272
H: -2.025 -1.280 0.046
H: -1.149 -0.482 1.365
H: -2.192 0.466 0.287
H: -0.573 -0.160 -1.636
H: 0.897 1.736 -1.030
H: 0.168 1.748 0.601
H: 0.934 -1.929 -0.065

---

(6)
2 unconnected molecules or ions with the total composition C4H12 at a distorted geometry. Source: the OMol25 dataset; level of theory: ωB97M-V/def2-TZVPD.

Values from the calculation:
Relative energy (zero: lowest compared OMol25 entry of this formula, charge and spin)   20.9 kJ/mol
LUMO level   1.120 eV
SMILES string   CC.CC
Orbital gap   0.46986 Eh
E_HOMO   -11.66 eV

Atoms and positions in Å:
C: 0.988 2.420 0.481
C: -0.467 2.038 0.733
H: 1.008 2.996 -0.439
H: 1.424 3.070 1.243
H: 1.654 1.566 0.375
H: -0.656 1.427 1.618
H: -0.872 1.529 -0.140
H: -1.033 2.950 0.951
C: -0.318 -2.675 -1.211
C: -0.203 -1.899 0.101
H: 0.517 -3.337 -1.414
H: -1.274 -3.145 -1.465
H: -0.294 -1.924 -2.018
H: -0.135 -2.504 1.004
H: -1.037 -1.203 0.206
H: 0.697 -1.308 -0.023

---

(7)
A single C8H10NP molecule at a distorted geometry. Source: the OMol25 dataset; level of theory: ωB97M-V/def2-TZVPD.

Values from the calculation:
Relative energy (zero: lowest compared OMol25 entry of this formula, charge and spin)   419.2 kJ/mol
LUMO level (alpha / beta)   0.048 / 0.324 eV
Orbital gap (alpha / beta)   0.28589 / 0.28401 Eh
E_HOMO (alpha / beta)   -7.73 / -7.40 eV

Atoms and positions in Å:
C: 2.427 0.491 0.196
C: 2.601 -0.817 -0.073
C: 1.234 1.301 0.444
C: 1.656 -1.917 -0.213
C: 0.001 0.887 0.495
C: 0.354 -1.775 -0.207
C: -1.426 0.763 0.541
C: -2.027 1.254 -0.783
N: -1.922 -0.631 0.790
P: -1.351 -2.003 -0.030
H: 3.334 1.078 0.258
H: 3.629 -1.136 -0.194
H: 1.464 2.355 0.624
H: 2.119 -2.893 -0.354
H: -1.845 1.336 1.380
H: -1.587 0.699 -1.610
H: -1.817 2.312 -0.924
H: -3.102 1.095 -0.779
H: -2.070 -0.814 1.774
H: -1.672 -1.586 -1.333

---

(8)
A molecular structure, C13H13FN3S3SiW. Source: the OMol25 dataset; level of theory: ωB97M-V/def2-TZVPD.

Values from the calculation:
Total charge   -1
LUMO level (alpha / beta)   2.698 / 2.205 eV
⟨S²⟩   2.024
Orbital gap (alpha / beta)   0.26102 / 0.28482 Eh
2S+1   3
E_HOMO (alpha / beta)   -4.41 / -5.55 eV

Atoms and positions in Å:
W: -1.733 -0.330 -0.429
C: 0.850 -2.485 0.714
Si: 1.470 -1.073 -0.335
C: 2.999 -0.473 0.603
C: 1.979 -1.702 -2.025
N: 0.278 0.227 -0.491
C: 0.674 1.532 -0.757
C: 1.932 1.933 -1.230
C: 2.256 3.269 -1.409
C: 1.334 4.269 -1.147
C: 0.058 3.915 -0.729
C: -0.230 2.583 -0.566
F: -1.511 2.237 -0.228
H: 1.571 -3.300 0.597
H: -0.131 -2.875 0.449
H: 0.826 -2.200 1.768
H: 3.515 -1.352 1.000
H: 2.711 0.146 1.457
H: 3.723 0.089 0.018
H: 2.604 -2.595 -1.957
H: 2.553 -0.932 -2.548
H: 1.100 -1.945 -2.625
H: 2.655 1.172 -1.481
H: 3.243 3.530 -1.770
H: 1.591 5.311 -1.286
H: -0.713 4.650 -0.543
S: -3.993 0.312 0.234
C: -3.509 -0.694 1.587
S: -1.827 -0.498 2.016
C: -4.347 -1.596 2.189
C: -5.710 -1.731 1.783
N: -6.812 -1.855 1.475
C: -3.909 -2.420 3.268
N: -3.563 -3.094 4.135
S: -1.934 -2.025 -1.740

---

The following calculated total energy values (in eV) correspond, in order, to the records above: -23662.245; -114448.538; -202484.877; -121466.839; -7798.914; -4342.312; -19231.492; -63093.065.